C51H111N5O7 | wB97M-V/def2-TZVPD

Structure (XYZ):
```
174
Properties=species:S:1:pos:R:3:lowdin_charge:R:1
O 10.534 -24.387 -14.664 -0.025
O 6.377 -12.277 -15.050 -0.044
O 10.162 -18.785 -21.993 -0.001
O 12.685 -13.148 -10.107 0.001
O 17.294 -18.093 -15.367 -0.012
O 13.705 -24.154 -10.373 -0.048
O 9.455 -18.121 -16.984 -0.004
N 11.189 -19.068 -21.048 -0.106
N 9.724 -18.820 -15.790 -0.106
N 12.549 -13.489 -11.471 -0.121
N 10.307 -25.592 -15.386 -0.086
N 15.989 -17.560 -15.413 -0.100
C 10.230 -25.371 -16.829 -0.510
C 12.926 -20.597 -20.229 -0.150
C 12.688 -17.286 -22.026 -0.028
C 11.127 -13.714 -13.523 -0.152
C 10.950 -27.949 -15.779 -0.143
C 9.115 -18.180 -14.615 -0.477
C 14.343 -16.300 -16.685 -0.131
C 9.317 -20.531 -13.476 -0.167
C 13.166 -18.237 -19.834 -0.147
C 11.983 -17.847 -20.780 -0.479
C 11.500 -24.703 -17.419 -0.023
C 12.266 -20.721 -22.668 -0.003
C 13.217 -17.202 -16.172 -0.175
C 10.513 -27.137 -13.489 -0.034
C 11.162 -13.367 -12.012 -0.480
C 10.158 -20.988 -14.658 -0.147
C 5.940 -13.610 -14.850 -0.496
C 10.279 -14.391 -11.312 -0.018
C 15.415 -18.843 -13.459 -0.039
C 9.457 -19.013 -13.366 -0.143
C 12.736 -23.110 -10.537 -0.499
C 12.760 -22.230 -9.311 -0.062
C 15.759 -16.855 -16.682 -0.492
C 9.755 -20.277 -15.946 -0.469
C 9.077 -24.410 -17.128 -0.032
C 16.143 -17.559 -17.980 -0.022
C 13.602 -17.832 -14.819 -0.116
C 9.980 -26.663 -17.628 -0.139
C 10.752 -11.900 -11.935 -0.022
C 6.261 -14.042 -13.400 -0.049
C 12.286 -13.172 -14.339 -0.171
C 11.089 -26.720 -14.870 -0.496
C 8.444 -20.859 -16.527 0.007
C 13.760 -13.252 -12.248 -0.509
C 16.617 -15.557 -16.583 -0.036
C 7.575 -18.052 -14.656 -0.027
C 12.566 -26.354 -14.611 -0.025
C 13.540 -13.715 -13.688 -0.149
C 13.039 -22.273 -11.780 -0.063
C 14.223 -11.746 -12.277 -0.017
C 9.745 -16.805 -14.464 -0.045
C 6.469 -14.627 -15.851 -0.058
C 14.870 -14.078 -11.625 -0.042
C 11.739 -20.402 -21.250 -0.491
C 14.828 -19.768 -15.717 -0.023
C 13.940 -19.468 -20.317 -0.170
C 10.949 -20.566 -16.901 -0.018
C 15.011 -18.505 -14.869 -0.504
C 10.756 -21.463 -20.755 -0.045
C 10.981 -27.760 -17.296 -0.172
C 11.089 -16.873 -20.010 -0.011
H 11.208 -22.453 -20.619 0.083
H 8.141 -24.743 -16.670 0.096
H 11.451 -11.279 -12.489 0.071
H 14.251 -15.372 -16.118 0.100
H 14.405 -20.523 -15.048 0.082
H 8.958 -26.957 -17.364 0.125
H 9.458 -27.373 -13.663 0.082
H 14.547 -15.123 -11.605 0.084
H 13.794 -21.874 -9.220 0.082
H 13.641 -16.974 -14.139 0.104
H 10.658 -16.134 -20.690 0.085
H 9.478 -14.781 -11.940 0.054
H 9.944 -26.367 -18.677 0.119
H 11.715 -23.783 -16.867 0.063
H 8.509 -20.854 -17.613 0.080
H 9.758 -14.014 -10.426 0.083
H 14.401 -11.439 -11.248 0.079
H 15.618 -17.943 -12.875 0.088
H 13.037 -25.924 -15.504 0.073
H 10.413 -18.716 -12.915 0.115
H 10.159 -13.469 -13.969 0.116
H 16.276 -19.501 -13.338 0.086
H 11.930 -17.092 -22.796 0.083
H 14.261 -19.733 -16.650 0.062
H 7.630 -20.225 -16.175 0.070
H 9.622 -21.017 -12.548 0.109
H 11.201 -20.966 -14.324 0.115
H 12.132 -21.343 -9.389 0.081
H 7.563 -14.642 -15.855 0.069
H 15.794 -14.058 -12.214 0.085
H 9.287 -23.473 -16.616 0.042
H 13.219 -16.349 -21.866 0.088
H 9.377 -18.744 -21.433 0.103
H 14.548 -19.269 -21.198 0.113
H 12.475 -19.813 -23.230 0.069
H 12.080 -13.578 -15.334 0.113
H 14.041 -21.853 -11.656 0.080
H 10.759 -28.663 -17.858 0.113
H 7.337 -14.128 -13.265 0.061
H 4.862 -13.602 -15.021 0.136
H 11.453 -24.232 -14.939 0.067
H 11.475 -21.296 -23.145 0.077
H 14.350 -13.411 -14.357 0.121
H 16.372 -14.930 -17.440 0.087
H 7.222 -18.015 -15.693 0.077
H 7.183 -17.122 -14.240 0.062
H 10.751 -20.323 -17.942 0.054
H 12.570 -20.651 -19.199 0.094
H 13.819 -17.385 -19.642 0.096
H 13.447 -14.805 -13.680 0.103
H 6.075 -15.625 -15.679 0.069
H 10.907 -15.218 -10.983 0.095
H 14.652 -19.867 -19.582 0.100
H 16.402 -14.983 -15.680 0.074
H 10.246 -17.381 -19.544 0.075
H 13.581 -11.063 -12.829 0.061
H 10.005 -22.070 -14.735 0.095
H 7.336 -12.235 -14.967 0.082
H 13.146 -27.136 -14.132 0.092
H 12.883 -22.891 -12.664 0.069
H 12.009 -27.419 -17.460 0.103
H 15.195 -13.849 -10.610 0.083
H 9.818 -11.730 -12.485 0.086
H 11.762 -23.523 -10.809 0.137
H 12.369 -25.356 -17.461 0.068
H 11.274 -24.345 -18.425 0.082
H 17.676 -15.807 -16.484 0.078
H 5.691 -14.958 -13.219 0.077
H 11.762 -28.647 -15.558 0.122
H 15.976 -16.949 -18.863 0.086
H 10.088 -21.816 -21.559 0.079
H 15.777 -20.177 -16.086 0.088
H 10.182 -21.128 -19.897 0.068
H 14.048 -16.059 -17.712 0.111
H 10.014 -28.497 -15.620 0.119
H 10.834 -16.828 -14.400 0.063
H 15.627 -18.518 -18.083 0.056
H 5.788 -13.351 -12.700 0.076
H 12.553 -22.772 -8.388 0.083
H 11.780 -19.963 -16.525 0.066
H 10.865 -28.036 -12.985 0.085
H 11.704 -16.379 -19.256 0.075
H 10.276 -17.631 -17.132 0.080
H 13.322 -18.021 -22.518 0.062
H 12.653 -25.459 -13.983 0.070
H 12.025 -12.449 -9.981 0.082
H 12.725 -18.523 -18.873 0.094
H 13.227 -21.224 -22.577 0.081
H 12.323 -16.583 -16.054 0.094
H 10.551 -26.257 -12.846 0.075
H 15.173 -11.761 -12.817 0.079
H 14.582 -19.362 -12.975 0.078
H 6.182 -14.267 -16.842 0.083
H 12.362 -12.085 -14.429 0.108
H 8.906 -24.282 -18.195 0.092
H 9.390 -16.229 -13.606 0.066
H 7.036 -18.886 -14.204 0.077
H 17.170 -17.932 -17.936 0.087
H 10.531 -11.543 -10.925 0.083
H 12.942 -17.984 -16.884 0.070
H 11.206 -14.801 -13.607 0.088
H 11.296 -21.597 -16.801 0.071
H 8.240 -21.864 -16.168 0.065
H 8.802 -18.731 -12.531 0.122
H 14.489 -23.699 -10.042 0.080
H 9.484 -16.090 -15.253 0.081
H 17.737 -17.582 -14.681 0.108
H 12.321 -21.454 -11.864 0.069
H 8.240 -20.705 -13.558 0.111
H 12.814 -18.511 -14.491 0.107
H 13.370 -21.584 -20.381 0.118
```

Calculated values
HOMO level = -7.933 eV
Structure (SMILES) = CC1(C)CCCC(C)(C)N1O.CC1(C)CCCC(C)(C)N1O.CC1(C)CCCC(C)(C)N1O.CC1(C)CCCC(C)(C)N1O.CC1(C)CCCC(C)(C)N1O.CC(C)O.CC(C)O
M = 906.48 g/mol
Kohn-Sham gap = 8.4 eV

***

C51H114N10O8 | wB97M-V/def2-TZVPD

Structure (XYZ):
```
183
Properties=species:S:1:pos:R:3:lowdin_charge:R:1
O -0.373 -6.683 -4.929 -0.011
O 0.163 1.629 -3.664 -0.009
O -6.631 5.002 -0.202 -0.194
O -4.121 -0.072 0.644 -0.020
O 6.627 -3.220 1.132 0.000
O -0.565 -1.806 0.403 -0.021
O 2.336 5.932 1.505 -0.017
O 2.064 -1.166 3.720 -0.010
N -1.185 1.329 -3.985 -0.118
N 1.411 5.043 2.109 -0.089
N -5.623 4.832 2.416 0.033
N -5.608 -1.721 1.396 0.131
N -0.744 -6.079 -3.695 -0.095
N -3.327 -2.168 1.226 0.164
N -1.321 -0.230 -1.138 0.196
N 6.119 -1.963 0.638 -0.107
N 0.884 -0.899 -1.136 0.185
N 1.231 -1.416 4.831 -0.104
C -1.376 0.341 -5.049 -0.512
C -0.944 3.302 2.239 -0.179
C 4.181 -3.045 -0.435 -0.034
C -2.116 -5.578 -3.730 -0.508
C -4.269 2.883 1.837 -0.071
C -0.116 -4.725 -1.822 -0.135
C 0.482 2.720 2.147 -0.132
C -2.815 -0.147 -4.975 -0.141
C 4.763 -0.737 -0.967 -0.140
C 6.637 -0.733 2.620 -0.040
C -4.987 4.097 1.314 -0.438
C 0.253 6.906 3.208 -0.045
C 0.851 -4.131 -4.036 -0.021
C -0.596 6.211 1.054 -0.032
C 6.875 -0.820 1.111 -0.517
C 1.673 -0.772 6.049 -0.517
C 6.326 0.512 0.524 -0.124
C -0.368 -1.037 -0.552 -0.605
C 5.374 -2.117 -0.611 -0.519
C 5.788 0.367 -0.894 -0.181
C -7.600 4.767 -1.197 -0.115
C -3.086 -6.765 -3.899 -0.043
C -2.538 -4.923 -2.399 -0.130
C 1.522 3.670 1.556 -0.490
C -3.600 1.920 -3.855 -0.134
C 0.114 5.665 2.330 -0.516
C 2.855 3.093 2.088 -0.037
C -4.333 -1.220 1.089 -0.591
C -1.960 3.656 -4.684 -0.017
C -0.538 -0.887 -4.637 -0.060
C -0.970 -1.960 5.773 -0.141
C 1.595 3.713 0.022 -0.014
C -1.969 2.937 -2.356 -0.046
C -5.975 3.816 0.197 -0.216
C -0.898 0.722 -6.463 -0.010
C 8.375 -0.895 0.797 -0.034
C -2.377 -4.641 -4.907 -0.034
C -0.206 -1.533 4.503 -0.491
C -0.704 -0.240 3.859 -0.007
C 1.665 0.790 5.948 -0.024
C 0.361 -5.289 -3.161 -0.522
C -0.881 4.660 2.904 -0.141
C 1.510 -6.248 -2.853 -0.032
C -3.862 0.959 -5.013 -0.166
C -0.346 -2.730 3.562 -0.038
C 3.090 -1.222 6.419 -0.039
C 6.351 -2.581 -1.699 -0.026
C -0.724 -1.157 7.039 -0.159
C -2.154 2.404 -3.785 -0.500
C -1.429 -3.987 -1.891 -0.176
C 0.809 -1.106 7.247 -0.159
H 1.552 -0.594 3.125 0.069
H 8.590 -1.258 -0.205 0.073
H 7.121 -1.578 3.123 0.079
H -1.635 -0.302 3.296 0.090
H 1.962 -6.591 -3.780 0.082
H -1.757 -3.742 -4.966 0.056
H -1.372 1.678 -6.702 0.061
H -1.949 3.294 -5.715 0.065
H -2.806 -7.722 -3.464 0.085
H -1.077 0.470 -1.818 0.053
H 2.306 1.141 6.762 0.080
H -1.206 -0.021 -7.193 0.090
H -0.646 -1.717 -5.339 0.078
H -1.761 -3.609 -0.924 0.094
H 8.809 -1.561 1.558 0.082
H 3.916 -0.541 -0.308 0.110
H -1.003 4.152 -4.509 0.084
H 0.744 2.317 3.122 0.096
H -3.684 3.093 2.727 0.065
H 0.179 0.883 -6.453 0.083
H 3.094 5.962 2.102 0.108
H -4.286 4.861 0.946 0.138
H -0.671 7.413 3.472 0.086
H -2.957 -0.847 -5.804 0.124
H -0.052 7.023 0.571 0.084
H -2.703 -5.679 -1.626 0.120
H -1.561 6.605 1.376 0.081
H -3.409 -4.287 -4.970 0.089
H -4.998 2.103 2.088 0.077
H 5.393 1.358 -1.147 0.112
H 3.466 -2.733 0.328 0.087
H 4.496 -4.036 -0.094 0.083
H -2.622 3.813 -2.257 0.089
H 0.914 -4.478 -5.073 0.090
H 0.661 1.159 6.166 0.067
H -4.212 2.779 -4.159 0.116
H -6.457 4.346 2.763 0.075
H 1.019 -0.292 -1.924 0.079
H 3.317 -0.933 7.441 0.083
H -1.394 -3.176 -2.625 0.093
H 0.812 6.742 4.139 0.085
H -0.135 -5.521 -1.073 0.129
H 6.612 -3.626 -1.522 0.085
H -7.298 4.065 -1.982 0.083
H -0.792 5.373 0.390 0.055
H 3.056 -2.316 6.330 0.091
H -0.998 3.367 -2.132 0.074
H 1.204 -1.924 7.861 0.117
H 2.514 4.229 -0.253 0.077
H -2.161 -5.164 -5.843 0.081
H 3.647 3.746 1.696 0.074
H 6.585 0.220 -1.629 0.112
H -2.988 -0.706 -4.051 0.123
H 1.565 2.712 -0.405 0.081
H 0.209 -3.252 -4.046 0.030
H 7.176 1.190 0.441 0.112
H 0.268 1.888 1.465 0.116
H -6.073 5.679 2.069 0.066
H 4.415 -0.945 -1.983 0.117
H 3.886 -0.983 5.713 0.077
H 0.533 -0.688 -4.736 0.086
H 1.119 -7.071 -2.250 0.087
H 1.630 -1.519 -0.879 0.071
H 8.972 -0.008 1.020 0.084
H 0.303 -2.559 2.704 0.065
H -2.397 -1.921 0.874 0.046
H -6.375 -1.093 1.211 0.092
H 7.251 -1.969 -1.766 0.067
H -3.201 -6.925 -4.978 0.075
H 2.918 3.232 3.166 0.085
H 5.954 -2.484 -2.716 0.087
H 1.837 -3.728 -3.788 0.084
H -0.014 -3.695 3.953 0.089
H -1.364 3.323 1.230 0.100
H -1.035 -1.730 7.910 0.110
H -0.779 0.562 4.597 0.077
H -0.814 -1.127 -3.612 0.058
H -1.384 -2.908 3.276 0.071
H 7.394 -3.294 0.537 0.085
H 3.681 -3.214 -1.393 0.078
H -2.331 2.292 -1.555 0.070
H -0.639 -2.972 6.018 0.120
H 0.791 4.352 -0.333 0.060
H 0.885 -0.338 8.033 0.120
H -3.622 2.356 1.136 0.056
H 5.574 0.957 1.175 0.107
H 5.589 -0.681 2.898 0.083
H -5.551 3.384 -0.708 0.117
H -0.533 4.473 3.936 0.128
H 0.944 7.577 2.689 0.075
H 3.012 2.092 1.691 0.081
H 7.169 0.104 3.092 0.089
H -0.586 -7.606 -4.750 0.106
H 2.039 1.229 5.026 0.064
H -4.058 1.559 -2.934 0.120
H -3.478 -3.012 1.736 0.088
H 2.216 -5.786 -2.159 0.080
H -5.814 -2.679 1.202 0.082
H -4.093 -6.489 -3.584 0.082
H 0.381 2.366 -4.265 0.106
H 0.036 0.139 3.155 0.051
H -2.275 -0.180 -0.795 0.079
H -2.013 -2.021 5.448 0.122
H -8.536 4.446 -0.734 0.089
H -6.683 3.080 0.614 0.130
H 0.608 -3.971 -1.492 0.111
H -4.887 0.591 -5.000 0.115
H -2.766 4.363 -4.516 0.086
H -3.474 -4.379 -2.532 0.118
H -3.718 1.513 -5.950 0.112
H -1.138 -0.154 6.944 0.104
H -7.709 5.730 -1.699 0.088
H -1.590 2.621 2.791 0.092
H -1.852 5.108 3.131 0.121
```

Calculated values
HOMO level = -7.627 eV
Structure (SMILES) = CC1(C)CCCC(C)(C)N1O.CC1(C)CCCC(C)(C)N1O.CC1(C)CCCC(C)(C)N1O.CC1(C)CCCC(C)(C)N1O.CC1(C)CCCC(C)(C)N1O.COC[C@H](C)N.NC(N)=O.NC(N)=O
M = 995.54 g/mol
Kohn-Sham gap = 8.0 eV